Entry 1:
Molecular formula: C14H25N5O3Re
Method: DFT, ωB97M-V with the def2-TZVPD basis set

Last column: Löwdin spin population.
Element x y z (Å)
H: 0.04615 -3.19353 -2.73448  0.001
N: -0.38366 0.54417 0.48185  0.012
O: -0.47410 -2.30487 -0.87421  0.010
C: 1.91312 -3.88773 -0.62632  0.026
C: 0.58129 -4.52458 -1.07964  0.001
H: -1.00809 4.07435 3.86464  0.000
H: 0.47537 4.57696 1.38824  0.000
H: 0.77033 -5.34572 -1.77892  0.000
C: 0.48541 3.93851 2.27611  0.000
C: 4.16535 -2.99402 -3.54894  0.006
O: 2.02296 0.38357 -0.12884  -0.014
C: 3.83211 -1.63778 -3.71906  0.000
C: 2.91078 -1.07978 -2.88902  0.011
C: -0.80771 7.00028 4.02641  0.000
H: 1.53154 3.76693 2.51316  0.000
H: -1.26403 2.75966 1.79875  0.000
H: -0.10933 1.93030 2.84807  0.000
O: 2.64925 1.84394 1.53072  -0.005
H: -1.19941 -2.45797 -0.23738  0.001
H: -1.25523 0.73355 -0.01737  0.003
H: 0.24629 2.46953 -0.14672  0.001
N: -0.61549 6.01814 3.13575  0.000
C: -0.17284 4.66252 3.47479  0.000
H: 3.81792 -4.78173 -2.38610  0.000
N: 2.30694 -1.81599 -1.89159  0.013
H: 1.75406 -3.21748 0.24491  0.013
H: -1.34538 -3.94810 -1.93914  0.000
H: 2.63304 -0.03815 -2.97903  0.004
H: -1.21943 8.44833 2.63068  0.000
C: -0.19757 2.59075 1.97905  -0.001
C: 2.63717 -3.14977 -1.71352  0.006
C: 0.33476 1.85110 0.75064  0.001
H: 4.29839 -1.03675 -4.48879  0.000
H: 0.08504 -4.96570 -0.21238  0.000
H: 4.89874 -3.45505 -4.20066  0.000
H: -0.82154 6.23583 2.17626  0.000
N: -0.67140 6.76442 5.32572  0.000
Re: 0.94272 -0.93782 -0.66558  0.903
H: -0.65558 0.14916 1.38455  0.001
C: 1.80137 1.45850 0.84947  0.003
H: 0.55935 4.73539 4.27588  0.000
H: -1.30470 8.96581 4.25700  0.000
N: -1.12630 8.21771 3.60528  0.000
H: -0.76725 7.51120 5.99601  0.000
H: 2.55525 -4.68014 -0.24073  0.002
H: -0.53075 5.84584 5.70439  0.000
C: -0.33692 -3.57077 -1.79164  0.001
C: 3.55970 -3.74109 -2.53734  0.001

Forces on atoms 1 to 6 (eV/Å):
0.01 0.27 0.03
-0.14 -0.37 0.10
-0.28 0.15 0.05
-0.07 -0.08 -0.15
0.04 0.20 0.25
-0.10 0.03 -0.06

Output
Spin multiplicity ... 2
Total charge ... +4
Energy above the lowest of the compared OMol25 structures with the same formula, charge and spin ... 0.0000 eV
LUMO energy (alpha / beta) ... -15.96 / -15.68 eV
Electronic energy ... -1124.68698 Eh

***

Entry 2:
Molecular formula: C2H13NO4
Method: DFT, ωB97M-V with the def2-TZVPD basis set

Last column: Löwdin charge in e.
Element x y z (Å)
H: 1.01007 -4.61041 2.35442  0.039
H: 0.83605 1.52868 2.30315  0.038
H: 0.31941 -3.48018 1.55387  0.044
O: -0.12391 1.51422 2.24256  -0.049
H: -0.63385 3.48278 -1.21100  0.077
H: 2.55386 -1.09708 0.63331  0.036
H: -2.53140 1.86981 -1.65321  0.117
H: -0.45869 2.21591 2.80435  0.037
N: -0.90795 -0.14557 -0.45758  0.002
O: 2.36817 -1.82065 0.02137  -0.066
H: -1.04276 0.56024 0.26504  0.029
H: 0.00336 -0.56866 -0.31894  0.038
O: 1.15591 -3.93684 1.68354  -0.057
H: -1.24930 2.31320 -2.81829  0.113
C: -1.44293 1.84802 -1.84732  -0.268
C: -0.91791 0.43539 -1.81737  -0.269
H: -1.53792 -0.22629 -2.42565  0.100
H: 2.64666 -2.67137 0.36976  0.015
H: 0.10365 0.42228 -2.21870  0.110
O: -0.80341 2.61866 -0.83064  -0.085

Forces on atoms 1 to 6 (eV/Å):
-0.14 0.08 -0.05
-0.11 0.18 0.07
-0.02 -0.01 0.02
-0.04 -0.31 -0.06
0.04 0.09 0.19
0.16 -0.69 0.09

Output
Energy above the lowest of the compared OMol25 structures with the same formula, charge and spin ... 1.1286 eV
LUMO energy ... 0.58 eV
Electronic energy ... -439.68132 Eh

***

Entry 3:
Molecular formula: C16H12N2O5PdSSe2Te2
Method: DFT, ωB97M-V with the def2-TZVPD basis set

Last column: Löwdin spin population.
Element x y z (Å)
O: 1.40314 -5.22364 -7.52658  0.000
H: 5.71627 1.09085 1.29551  0.000
H: 4.79502 -1.58401 -2.57641  0.000
O: 3.41114 -5.12040 -6.14777  0.000
H: 0.12318 -0.63995 -4.50265  0.000
Se: -0.54654 1.57220 -1.48127  0.309
O: 2.16072 2.40360 4.22783  0.005
C: 2.80826 -1.28725 -1.78215  0.000
N: -0.74977 -1.91004 -2.35049  0.002
C: 2.04755 -0.69621 -0.81253  0.004
Te: -1.52464 3.06029 0.22517  0.314
H: 0.97223 -0.82574 -0.79309  0.002
C: 1.56146 1.81662 3.32103  0.003
N: 1.87399 0.65249 1.17148  0.042
C: 1.42325 -3.61327 -5.50491  0.000
C: 4.05708 0.22769 0.20728  0.002
C: 2.44447 1.28212 2.17110  0.001
H: -1.06586 -0.95610 -2.38100  0.001
C: 4.21083 -1.11703 -1.79390  0.000
C: 1.00170 -4.38926 -4.42986  0.000
C: 0.35603 -1.69992 -4.48828  0.000
Te: -2.80730 0.68746 1.64344  0.395
C: 4.81911 -0.37875 -0.81944  0.000
H: 2.33574 -1.88580 -2.55058  0.000
C: 1.09401 -2.26912 -5.52015  0.000
H: 5.89642 -0.25374 -0.80782  0.000
Se: -1.65386 -1.44266 1.39548  0.288
H: -0.04388 -4.44782 -2.55685  0.000
C: 4.63998 0.95828 1.26986  -0.002
C: -0.06648 -2.47427 -3.40720  0.000
C: 0.26934 -3.83523 -3.39613  0.000
H: 4.22085 2.00634 3.10400  0.001
H: 1.43620 -1.66712 -6.35239  0.000
C: 2.65426 0.08363 0.19838  0.003
Pd: -0.36054 0.86180 1.16076  0.568
H: 1.26837 -5.43886 -4.41008  0.000
C: 3.84470 1.46176 2.25077  0.002
O: 2.84551 -3.24762 -7.62565  0.000
H: -1.05517 -2.46441 -1.57322  0.001
S: 2.36150 -4.37060 -6.83011  0.000
O: 0.33194 1.55488 3.23992  0.058

Forces on atoms 1 to 6 (eV/Å):
0.00 0.02 -0.01
0.01 -0.01 -0.01
0.00 0.00 0.00
0.03 0.00 -0.01
0.00 0.00 0.00
-0.02 -0.01 0.10

Output
Spin multiplicity ... 3
Total charge ... -2
Energy above the lowest of the compared OMol25 structures with the same formula, charge and spin ... 0.4417 eV
LUMO energy (alpha / beta) ... 3.22 / 2.20 eV
Electronic energy ... -6967.80275 Eh

***

Entry 4:
Molecular formula: C5H8OSi
Method: DFT, ωB97M-V with the def2-TZVPD basis set

Last column: Löwdin charge in e.
Element x y z (Å)
C: -1.80611 1.11068 0.15944  -0.128
C: 0.84655 -0.54924 -0.03608  -0.386
H: 1.27870 1.40353 -1.15238  0.138
H: -0.00147 -1.75244 2.56608  -0.081
H: 0.83728 -1.11464 -0.99837  0.071
Si: -0.35072 -1.40099 1.16912  0.786
C: -0.85143 1.03600 -0.75337  -0.181
H: -1.25013 -2.19638 0.29708  -0.071
H: -1.12188 1.20425 -1.74438  0.090
H: 0.64971 1.67094 0.44815  0.117
H: 1.88605 -0.68143 0.43922  0.081
H: -2.90010 1.20048 -0.17002  0.139
C: 0.55802 0.93151 -0.37638  -0.282
C: -1.68526 0.69873 1.56668  -0.332
O: -2.18020 0.92944 2.62542  0.038

Forces on atoms 1 to 6 (eV/Å):
-3.09 0.15 0.29
2.16 -0.77 0.55
-1.19 -1.26 0.90
0.31 -0.49 -0.43
0.16 0.30 0.75
-1.84 3.39 -0.09

Output
Energy above the lowest of the compared OMol25 structures with the same formula, charge and spin ... 2.5564 eV
LUMO energy ... 0.31 eV
Electronic energy ... -559.92751 Eh

***

Entry 5:
Molecular formula: C5H5NO
Method: DFT, ωB97M-V with the def2-TZVPD basis set

Last column: Löwdin charge in e.
Element x y z (Å)
C: 1.64112 0.23633 -0.69947  0.002
H: 2.46141 0.25928 0.00880  0.125
C: -3.22743 -2.42515 0.94795  -0.116
H: 1.90623 0.58632 -1.69042  0.124
H: -0.28949 1.35547 -0.80425  0.117
H: -4.08694 -2.82829 1.41107  -0.009
O: 1.47783 -2.27547 -1.11904  0.137
C: -2.28187 -2.08054 0.30689  0.005
N: -0.09418 -0.70537 -0.34271  0.186
C: 1.01234 -1.23353 -0.77860  -0.528
H: 0.25763 1.00485 0.86844  0.117
C: 0.28109 0.67612 -0.17037  -0.160

Forces on atoms 1 to 6 (eV/Å):
-0.89 0.21 0.20
-0.07 -0.17 0.12
-0.75 -0.35 0.41
-0.12 -0.09 -0.09
0.09 -0.05 0.06
-0.27 -0.10 0.17

Output
Energy above the lowest of the compared OMol25 structures with the same formula, charge and spin ... 8.4183 eV
LUMO energy ... -3.34 eV
Electronic energy ... -323.21032 Eh

***

Entry 6:
Molecular formula: C4H12
Method: DFT, ωB97M-V with the def2-TZVPD basis set

Last column: Löwdin charge in e.
Element x y z (Å)
H: 1.45328 1.80174 0.14777  0.057
H: -0.02085 -0.80959 0.67164  0.049
H: -0.82037 1.06636 -0.36525  0.030
C: 0.64779 2.53047 0.08934  -0.178
H: -0.14943 1.85555 -1.76993  0.066
H: 0.32076 -1.52199 -0.93730  0.066
C: -0.51803 2.03525 -0.75921  -0.166
H: -0.67044 -3.24257 1.37706  0.058
H: -1.35091 2.73242 -0.71549  0.064
H: 1.03700 -2.80693 1.25469  0.063
C: 0.11301 -2.94320 0.68665  -0.171
H: 0.24292 -3.76396 -0.01166  0.057
H: -1.31143 -1.56342 -0.27791  0.067
H: 0.30628 2.77248 1.09441  0.060
H: 1.08418 3.43249 -0.35144  0.061
C: -0.24813 -1.62660 -0.00970  -0.183

Forces on atoms 1 to 6 (eV/Å):
-0.03 -0.16 0.07
-0.02 0.22 -0.18
-0.36 0.03 -0.09
-0.01 0.49 -0.17
-0.41 0.19 -0.16
0.04 0.24 0.17

Output
Energy above the lowest of the compared OMol25 structures with the same formula, charge and spin ... 0.0932 eV
LUMO energy ... 1.13 eV
Electronic energy ... -159.58155 Eh